(1)
{"formula": "C30H36AsAuCl5GeN", "method": "the ωB97M-V functional and the def2-TZVPD basis", "homo_ev": -14.4, "e_above_lowest_ev": 0.4349, "total_energy_ha": -7968.193230, "max_force_ev_per_a": 0.99, "spin_multiplicity": 1, "charge": 2, "gap_ha": 0.2503, "elements": ["Au", "N", "C", "C", "C", "C", "C", "C", "C", "H", "H", "H", "H", "C", "C", "C", "C", "Ge", "C", "C", "C", "C", "H", "H", "H", "H", "H", "H", "H", "H", "H", "H", "H", "H", "H", "H", "H", "H", "H", "H", "H", "C", "As", "C", "C", "C", "C", "C", "C", "C", "C", "H", "H", "H", "H", "H", "H", "H", "H", "H", "H", "H", "H", "H", "Cl", "C", "C", "C", "Cl", "C", "Cl", "C", "Cl", "C", "Cl"], "positions_angstrom": [[0.0628, 1.9029, 0.5980], [0.8090, 0.4353, 7.8212], [0.7479, 0.6292, 6.6904], [0.6696, 0.8715, 5.2725], [-0.2069, 0.1243, 4.4879], [-0.2682, 0.3495, 3.1234], [0.5355, 1.3219, 2.5228], [1.3945, 2.0734, 3.3201], [1.4617, 1.8540, 4.6891], [-0.8373, -0.6219, 4.9532], [-0.9714, -0.2346, 2.5436], [2.0014, 2.8641, 2.9001], [2.1241, 2.4458, 5.3071], [-3.0967, -3.3136, 1.2182], [-1.8886, -3.8329, 0.4499], [-1.4085, -2.9208, -0.6743], [-0.9590, -1.5080, -0.1834], [-2.4627, -0.3642, -0.5486], [-2.6215, 0.4274, -2.2999], [-3.1173, -0.5571, -3.3890], [-4.6250, -0.7716, -3.4098], [-5.1797, -1.3519, -2.1150], [-3.4373, -4.0505, 1.9442], [-3.9396, -3.1050, 0.5518], [-2.8680, -2.4034, 1.7812], [-2.1234, -4.8044, 0.0125], [-1.0570, -4.0029, 1.1400], [-2.1823, -2.8572, -1.4535], [-0.5508, -3.3774, -1.1704], [-0.1013, -1.1562, -0.7541], [-0.6893, -1.5402, 0.8702], [-3.6361, -0.4989, 0.4088], [-1.6215, 0.7905, -2.5473], [-3.2765, 1.2978, -2.2293], [-2.6092, -1.5227, -3.3000], [-2.7923, -0.1413, -4.3441], [-4.8516, -1.4453, -4.2371], [-5.1249, 0.1732, -3.6392], [-4.6032, -2.2295, -1.7925], [-6.2101, -1.6830, -2.2378], [-5.1909, -0.6176, -1.3055], [3.4762, 2.4469, 0.4221], [2.2512, 0.9788, 0.2568], [2.3174, 0.3609, -1.5673], [2.8736, -0.4817, 1.3908], [4.0934, -1.1133, 0.7992], [3.9829, -2.2174, -0.0458], [5.1159, -2.7916, -0.5975], [6.3706, -2.2658, -0.3113], [6.4890, -1.1731, 0.5354], [5.3558, -0.5990, 1.0914], [4.4500, 2.0449, 0.1359], [3.5226, 2.7952, 1.4487], [3.1855, 3.2492, -0.2507], [3.1309, -0.3597, -1.6349], [2.4996, 1.2087, -2.2186], [1.3756, -0.1031, -1.8453], [2.0471, -1.1822, 1.5127], [3.0731, -0.0289, 2.3610], [3.0073, -2.6452, -0.2553], [5.0241, -3.6567, -1.2410], [7.2561, -2.7186, -0.7367], [7.4662, -0.7752, 0.7757], [5.4596, 0.2358, 1.7763], [-2.5928, 2.0759, 0.5552], [-2.0369, 3.0231, -0.8727], [-0.6721, 2.9202, -1.1017], [-0.2074, 3.6457, -2.1901], [1.4819, 3.6737, -2.5534], [-1.0790, 4.3891, -2.9952], [-0.4736, 5.2664, -4.3299], [-2.4496, 4.4217, -2.7197], [-3.5165, 5.3026, -3.7148], [-2.9572, 3.7255, -1.6222], [-4.6190, 3.6985, -1.2324]], "forces_ev_per_angstrom": [[1.0, 0.2, 0.0], [0.0, 0.0, -0.2], [0.0, 0.0, 0.1], [0.0, 0.0, 0.1], [0.0, 0.0, 0.1], [0.1, 0.0, -0.1], [-0.4, -0.2, 0.1], [0.0, 0.1, -0.1], [0.0, 0.0, 0.0], [0.0, 0.0, 0.0], [0.0, 0.0, 0.0], [0.0, 0.0, 0.0], [0.0, 0.0, 0.0], [0.0, 0.0, 0.0], [0.0, 0.0, 0.0], [0.1, 0.0, 0.0], [0.1, 0.0, 0.0], [-0.6, 0.1, 0.1], [-0.1, -0.3, -0.2], [0.1, 0.1, 0.0], [0.0, 0.0, 0.0], [0.0, 0.0, 0.0], [0.0, 0.0, 0.0], [0.0, 0.0, 0.0], [0.0, 0.0, 0.0], [0.0, 0.0, 0.0], [0.0, 0.0, 0.0], [0.0, 0.0, 0.1], [0.0, 0.0, 0.0], [0.0, 0.0, 0.0], [0.0, 0.0, 0.0], [0.0, -0.2, -0.1], [0.0, 0.0, 0.0], [-0.1, -0.2, -0.1], [0.0, 0.0, 0.0], [0.0, 0.0, 0.0], [0.0, 0.0, 0.0], [0.0, 0.0, 0.0], [0.0, 0.0, 0.0], [0.0, 0.0, 0.0], [0.0, 0.0, 0.0], [0.2, -0.2, -0.1], [0.1, 0.2, 0.0], [-0.1, 0.1, 0.0], [-0.2, -0.1, 0.3], [0.1, 0.0, -0.1], [0.0, 0.0, 0.0], [0.0, 0.0, 0.0], [0.0, 0.0, 0.0], [0.0, 0.0, 0.0], [0.0, 0.0, -0.1], [0.0, 0.1, 0.0], [0.0, 0.0, 0.0], [0.0, 0.0, 0.0], [0.0, 0.0, 0.0], [0.0, 0.1, 0.0], [0.0, 0.0, 0.0], [0.0, 0.0, 0.0], [0.0, 0.0, 0.0], [0.0, 0.0, 0.0], [0.0, 0.0, 0.0], [0.0, 0.0, 0.0], [0.0, 0.0, 0.0], [0.0, 0.0, 0.0], [0.0, 0.3, 0.0], [0.4, 0.1, 0.0], [-0.5, -0.1, 0.3], [0.0, 0.0, 0.1], [0.0, 0.0, 0.1], [0.2, 0.0, -0.1], [0.0, 0.0, 0.0], [-0.1, 0.1, -0.1], [0.0, 0.0, 0.0], [0.0, 0.0, 0.2], [-0.1, 0.0, 0.0]]}



(2)
{"formula": "C30H36CoOPSb2Se4", "method": "the ωB97M-V functional and the def2-TZVPD basis", "homo_ev": [-3.7, -3.8], "e_above_lowest_ev": 2.2003, "total_energy_ha": -13050.493996, "s_squared": 3.796, "max_force_ev_per_a": 0.93, "spin_multiplicity": 4, "charge": -1, "gap_ha": [0.2069, 0.1978], "elements": ["Co", "C", "C", "C", "C", "C", "C", "C", "C", "C", "H", "H", "H", "H", "H", "H", "H", "H", "H", "H", "H", "H", "Se", "Sb", "Se", "Se", "Se", "C", "Sb", "C", "C", "H", "H", "H", "H", "H", "H", "H", "H", "H", "O", "P", "C", "C", "C", "C", "C", "C", "C", "C", "C", "C", "C", "C", "C", "C", "C", "C", "C", "C", "H", "H", "H", "H", "H", "H", "H", "H", "H", "H", "H", "H", "H", "H", "H"], "positions_angstrom": [[0.1063, 0.1804, -0.0368], [-1.3427, -3.0355, -2.1741], [-1.7732, -2.2277, -0.9807], [-1.8624, -2.8025, 0.2764], [-2.1867, -2.0443, 1.4026], [-2.1657, -2.6471, 2.7792], [-2.4826, -0.7033, 1.2347], [-2.4859, -0.1064, -0.0314], [-2.9786, 1.3080, -0.1836], [-2.0877, -0.8717, -1.1258], [-0.7559, -3.9010, -1.8599], [-0.7235, -2.4333, -2.8406], [-2.1992, -3.4031, -2.7457], [-1.6037, -3.8503, 0.3978], [-3.1477, -3.0347, 3.0611], [-1.8652, -1.8994, 3.5134], [-1.4554, -3.4742, 2.8312], [-2.6867, -0.0872, 2.1042], [-4.0706, 1.3345, -0.1442], [-2.6698, 1.7343, -1.1395], [-2.5882, 1.9382, 0.6154], [-2.0685, -0.4250, -2.1148], [-1.5468, 1.7393, 5.0744], [0.6032, 2.3857, 4.1992], [0.4852, 1.9983, 1.5752], [1.0744, -0.3939, 2.1546], [1.3057, 4.7237, 4.3458], [2.4150, 2.5826, -1.9699], [0.3711, 1.9593, -1.9388], [0.1369, 1.8633, -4.0919], [-0.4713, 3.9117, -1.7311], [2.6514, 3.0915, -2.9047], [3.0696, 1.7211, -1.8395], [2.5656, 3.2581, -1.1281], [0.6124, 2.7283, -4.5531], [-0.9227, 1.8544, -4.3480], [0.5926, 0.9486, -4.4720], [0.0961, 4.6280, -2.3251], [-0.4306, 4.1936, -0.6797], [-1.5093, 3.9146, -2.0631], [1.3237, -1.1602, -1.3332], [2.5413, -1.9101, -1.7379], [4.0322, -0.9150, -1.5687], [4.0041, 0.0787, -0.5902], [5.1274, 0.8673, -0.3820], [6.2698, 0.6655, -1.1414], [6.3019, -0.3305, -2.1110], [5.1849, -1.1224, -2.3238], [2.7745, -3.3881, -0.7339], [3.6831, -4.3978, -1.0454], [3.8485, -5.4701, -0.1851], [3.1144, -5.5282, 0.9949], [2.2218, -4.5171, 1.3141], [2.0478, -3.4411, 0.4529], [2.4780, -2.4257, -3.4708], [2.0975, -3.7132, -3.8397], [1.9136, -4.0324, -5.1783], [2.0998, -3.0642, -6.1534], [2.4690, -1.7744, -5.7931], [2.6570, -1.4566, -4.4581], [3.1155, 0.2214, 0.0194], [5.0969, 1.6383, 0.3769], [7.1423, 1.2862, -0.9805], [7.1949, -0.4842, -2.7032], [5.2091, -1.8886, -3.0904], [4.2624, -4.3487, -1.9605], [4.5517, -6.2567, -0.4266], [3.2495, -6.3628, 1.6713], [1.6667, -4.5528, 2.2428], [1.3739, -2.6272, 0.7002], [1.9369, -4.4666, -3.0799], [1.6167, -5.0355, -5.4560], [1.9521, -3.3116, -7.1969], [2.6049, -1.0150, -6.5521], [2.9380, -0.4472, -4.1788]], "forces_ev_per_angstrom": [[-0.1, -0.5, -0.2], [0.0, 0.0, 0.0], [0.0, 0.0, 0.0], [0.1, 0.0, 0.0], [0.0, 0.0, 0.0], [0.1, 0.0, 0.0], [-0.1, 0.0, 0.0], [0.1, 0.0, 0.2], [0.1, 0.0, -0.1], [0.0, -0.1, 0.0], [0.0, 0.0, 0.0], [0.0, 0.0, 0.0], [0.0, 0.0, 0.0], [0.0, 0.0, 0.0], [0.0, 0.0, 0.0], [0.0, 0.0, 0.0], [0.0, 0.0, 0.0], [0.0, 0.0, 0.0], [0.0, 0.0, 0.0], [0.0, 0.0, 0.0], [0.0, 0.0, 0.0], [0.0, 0.0, 0.0], [-0.1, 0.0, 0.0], [0.0, 0.3, -0.2], [0.4, -0.3, 0.7], [-0.1, 0.8, -0.5], [-0.1, -0.3, 0.0], [0.0, 0.0, 0.0], [0.0, 0.0, -0.1], [0.0, -0.1, 0.2], [0.0, 0.0, 0.0], [0.0, 0.0, 0.0], [-0.2, 0.2, -0.2], [0.0, 0.0, 0.0], [0.0, 0.0, 0.0], [0.0, 0.0, 0.0], [0.0, 0.0, 0.0], [0.0, 0.0, 0.0], [0.0, 0.0, 0.0], [0.0, 0.0, 0.0], [-0.2, 0.0, -0.2], [0.1, -0.1, 0.0], [0.0, 0.0, 0.1], [0.2, -0.2, 0.1], [0.0, -0.1, 0.1], [0.0, 0.0, 0.0], [0.0, 0.0, 0.0], [0.0, 0.0, 0.0], [0.0, 0.1, 0.0], [0.0, 0.0, 0.0], [0.0, 0.0, 0.0], [0.0, 0.0, 0.0], [0.0, 0.0, 0.0], [0.0, -0.1, -0.1], [0.0, -0.1, 0.0], [0.0, 0.0, 0.0], [0.0, 0.0, 0.0], [0.0, 0.0, 0.0], [0.0, 0.0, 0.0], [0.0, 0.0, 0.0], [0.0, 0.0, 0.0], [0.0, 0.0, 0.0], [0.0, 0.0, 0.0], [0.0, 0.0, 0.0], [0.0, 0.0, 0.0], [0.0, 0.0, 0.0], [0.0, 0.0, 0.0], [0.0, 0.0, 0.0], [0.0, 0.0, 0.0], [-0.1, 0.0, 0.0], [0.0, 0.0, 0.0], [0.0, 0.0, 0.0], [0.0, 0.0, 0.0], [0.0, 0.0, 0.0], [0.0, 0.0, 0.0]]}